Record 1
DFT (ωB97M-V/def2-TZVPD) results for a molecular structure, C12H40FN8O7P3S.

The geometry in ORCA input format:
```
! RIJCOSX wB97M-V def2-TZVPD def2/J DEFGRID3
* xyz 0 1
N -1.26104 4.53409 2.92445
P -1.70427 3.35725 2.02950
O -0.66468 2.16863 2.10662
O -1.76866 3.75110 0.50478
N -3.20538 2.60607 2.49863
O -3.71701 1.78091 1.44172
S -4.45421 3.71369 2.73295
O -5.64814 2.98640 2.89037
O -4.42014 4.76059 1.77171
F -4.04535 4.24546 4.12586
H -1.91598 4.76787 3.65713
H -0.54278 1.99633 3.05171
H -2.53124 4.32765 0.33834
H -2.98980 1.54294 0.84561
O 3.35294 1.16962 1.62499
P 3.79744 1.23047 0.20883
N 5.45730 1.61683 0.34432
C 6.26688 2.17910 -0.72023
C 6.23442 0.62967 1.09114
N 2.88624 2.59117 -0.34992
C 3.53238 3.81708 -0.78320
C 1.73372 2.92139 0.48802
N 3.86034 0.50019 -1.36484
C 2.76387 0.74866 -2.31390
C 3.96546 -0.97574 -1.21079
H 6.45861 1.47367 -1.54008
H 7.23399 2.46989 -0.30444
H 5.84123 3.08389 -1.13525
H 6.47707 -0.25533 0.48523
H 5.68772 0.30260 1.97457
H 7.17467 1.06746 1.43004
H 4.14889 4.27983 -0.00195
H 2.77169 4.53881 -1.08875
H 4.13773 3.66033 -1.67751
H 2.01397 3.48883 1.38297
H 1.21859 2.02442 0.80512
H 1.02496 3.52258 -0.08785
H 1.77444 0.57031 -1.88578
H 2.89468 0.08030 -3.16834
H 2.80043 1.76072 -2.70409
H 3.05011 -1.40864 -0.79376
H 4.79193 -1.23581 -0.54670
H 4.16308 -1.44346 -2.17471
O -3.23952 -1.16806 0.36692
P -2.93743 -2.38960 -0.42521
N -4.17798 -3.46301 0.04356
C -4.13227 -4.90528 -0.11213
C -5.52471 -2.97438 -0.25383
N -1.42690 -2.85139 0.29196
C -1.28374 -4.08789 1.03993
C -0.74829 -1.77554 1.01300
N -2.55626 -3.12006 -1.94940
C -1.14893 -3.20803 -2.37146
C -3.28240 -2.39703 -3.02938
H -4.19411 -5.23166 -1.15881
H -4.98354 -5.33763 0.41754
H -3.25212 -5.34728 0.33622
H -5.79136 -3.10774 -1.31184
H -5.61112 -1.91697 -0.00717
H -6.26131 -3.51177 0.34481
H -1.95800 -4.15047 1.90348
H -0.25692 -4.17614 1.40178
H -1.42645 -4.96200 0.40372
H -1.16404 -1.61336 2.01447
H -0.80947 -0.83543 0.46966
H 0.31068 -2.02505 1.11757
H -0.61700 -2.25641 -2.30005
H -1.12546 -3.53720 -3.41258
H -0.61071 -3.95596 -1.79797
H -2.90441 -1.37883 -3.16399
H -4.34777 -2.33207 -2.80013
H -3.18452 -2.93162 -3.97320
*
```

Its total energy is -80763.94682 eV. As for the largest force on an atom: 0.10929 Eh/bohr. The HOMO energy is -8.44 eV.

Record 2
DFT (ωB97M-V/def2-TZVPD) results for a molecular structure, C16H47CuO15.

The geometry in ORCA input format:
```
! RIJCOSX wB97M-V def2-TZVPD def2/J DEFGRID3
* xyz 0 3
Cu -1.65377 3.13373 -1.59929
C -0.20510 0.37716 1.74402
C -0.72627 0.48371 0.26051
O -0.53102 1.69637 -0.36509
H -0.88006 0.87684 2.43889
H 0.80976 0.73463 1.91831
H -0.31413 -0.67080 2.02326
H -1.78794 0.24675 0.32991
H -0.35019 -0.40475 -0.24673
C 0.56518 2.71874 4.24924
C -0.33828 3.48576 3.27729
O -0.03626 4.88993 3.13623
O 0.25926 3.07678 5.58623
H 1.62863 2.67728 4.01377
H 0.36764 1.65066 4.15824
H -1.38762 3.28864 3.49668
H -0.08986 3.05572 2.30701
H -0.28754 5.43745 3.88368
H -0.63445 2.78430 5.77945
C 3.87377 -0.17458 2.10404
C 4.48348 -0.68554 0.73424
O 5.33609 -1.80718 0.89809
O 4.94552 0.47387 2.77349
H 3.51631 -0.96294 2.76647
H 3.06001 0.53226 1.94198
H 4.88913 0.14300 0.15366
H 3.66295 -1.09680 0.14628
H 5.64057 -2.01976 0.01282
H 4.66083 1.38673 2.85860
C -1.57572 -3.61385 -4.20615
C -1.71451 -2.75177 -2.90715
O -1.99875 -3.75589 -1.90048
O -0.27551 -4.20464 -4.30330
H -1.69882 -2.89366 -5.01503
H -2.32807 -4.39995 -4.14203
H -2.64926 -2.19111 -2.91011
H -0.90835 -2.05497 -2.67760
H -2.73323 -3.55490 -1.31590
H -0.26020 -4.95917 -3.70996
C 1.13183 -3.12438 -0.56818
C 1.86293 -2.93977 -1.93293
O 3.20902 -2.81457 -1.66372
O 1.65803 -4.19234 0.15531
H 0.08332 -3.35276 -0.75938
H 1.17279 -2.17020 -0.04285
H 1.48839 -2.00021 -2.33920
H 1.60132 -3.73014 -2.63647
H 3.57331 -2.62842 -2.53220
H 2.60366 -4.03093 0.19167
C 2.66524 1.28227 -3.13184
C 2.78162 2.31671 -2.02350
O 2.48428 1.81786 -0.75444
O 3.69324 0.35682 -2.84396
H 2.90134 1.77738 -4.07377
H 1.67018 0.83741 -3.12632
H 1.98801 3.02003 -2.27573
H 3.76799 2.78036 -2.00911
H 1.52878 1.84542 -0.66577
H 3.67347 0.12336 -1.91299
C -2.61515 1.42624 -3.88630
C -3.31389 0.84434 -2.68003
O -3.50732 1.79426 -1.66735
O -1.40069 2.18084 -3.65184
H -3.17150 2.21269 -4.39626
H -2.48977 0.55081 -4.52349
H -2.71854 0.02756 -2.27194
H -4.30092 0.48892 -2.97592
H -4.15536 1.48919 -1.02815
H -1.07284 2.29404 -4.54699
C -3.65918 0.11139 3.08572
C -3.39421 0.00934 4.58290
O -4.17622 0.94045 5.36064
O -5.06628 0.01611 2.75471
H -2.95170 -0.52191 2.55047
H -3.38679 1.13799 2.84073
H -2.31342 0.04325 4.72014
H -3.62547 -0.99717 4.93156
H -5.09660 0.68946 5.25333
H -5.45678 -0.85969 2.80027
*
```

Its total energy is -92696.66914 eV. As for the largest force on an atom: 0.05404 Eh/bohr. The HOMO energy (alpha / beta) is -6.54 / -9.30 eV.

Record 3
DFT (ωB97M-V/def2-TZVPD) results for a molecular structure, C8H11N4O.

The geometry in ORCA input format:
```
! RIJCOSX wB97M-V def2-TZVPD def2/J DEFGRID3
* xyz 1 1
C -1.95259 -0.35231 2.18466
C 0.10307 1.37900 -1.90143
C -2.03966 0.15304 0.95456
C 1.13155 0.76597 -2.51324
C -0.67969 -0.91312 2.49596
C 0.07218 1.45108 -0.47924
C -0.16685 -1.15282 0.22598
C 2.12708 0.28862 -0.49990
N 0.08261 -1.45023 1.50272
N 1.19781 0.91053 0.13675
N -1.08699 -0.10946 -0.15441
N 2.14712 0.14104 -1.83614
O 3.17248 -0.23344 0.13992
H -2.68885 -0.20015 2.94782
H -0.69611 1.76476 -2.60759
H -2.93557 0.55710 0.66117
H 1.10870 0.83926 -3.55686
H -0.49473 -1.17855 3.62525
H -0.48575 2.04162 0.19703
H 0.37547 -1.62571 -0.55862
H -1.43776 -0.14072 -1.06801
H 1.04351 -1.64600 1.75960
H 2.89742 -0.53237 -2.04546
H 3.19177 -0.07123 1.00157
*
```

Its total energy is -16471.56397 eV. As for the largest force on an atom: 0.13268 Eh/bohr. The HOMO energy (alpha / beta) is -10.46 / -10.44 eV.

Record 4
DFT (ωB97M-V/def2-TZVPD) results for 2 unconnected molecules or ions with the total composition C6H16N4.

The geometry in ORCA input format:
```
! RIJCOSX wB97M-V def2-TZVPD def2/J DEFGRID3
* xyz 0 1
H 0.21069 1.57472 -1.23859
N 0.24859 0.55895 -1.26190
C 1.15829 0.00644 -0.56922
C 1.25196 -1.48821 -0.52589
N 2.10222 0.70259 0.17357
C 3.25396 0.06428 0.77657
N 2.24418 2.10144 0.04110
H 0.36338 -1.89144 -1.00165
H 2.15083 -1.83521 -1.03157
H 1.27962 -1.85894 0.49643
H 2.95993 -0.59375 1.59604
H 3.91518 0.84556 1.14228
H 3.81360 -0.53369 0.05461
H 1.47721 2.57138 0.52004
H 2.24695 2.38469 -0.93763
C -2.09277 -0.46596 1.43788
C -2.75282 0.19176 0.26606
C -2.66167 -0.62437 -1.06357
N -3.56132 1.13796 0.47483
H -2.30867 0.08289 2.35097
H -2.44227 -1.48937 1.56160
H -1.02235 -0.50470 1.24422
H -3.30048 -0.17870 -1.82524
H -2.89921 -1.67238 -0.88375
H -1.63641 -0.60796 -1.43488
H -3.99861 1.52202 -0.36230
*
```

The SMILES is [H]/N=C(/C)N(C)N.CC(C)=N. Its total energy is -12440.53470 eV. As for the largest force on an atom: 0.04974 Eh/bohr. The HOMO energy is -8.94 eV.

Record 5
DFT (ωB97M-V/def2-TZVPD) results for a molecular structure, C33H51BiN5O8S2Si3.

The geometry in ORCA input format:
```
! RIJCOSX wB97M-V def2-TZVPD def2/J DEFGRID3
* xyz -1 1
Bi 0.87385 0.38087 0.77808
C 0.51874 -2.79699 2.80919
O 1.17046 -1.96882 1.88581
Si 2.75778 -1.96474 1.42179
C 4.03232 -1.29285 2.65791
C 3.26565 -3.80008 1.20928
C 2.49435 -0.91003 -0.13833
Si 1.55942 -1.87481 -1.51250
C -0.05965 -2.63722 -0.83607
C 1.08968 -0.89741 -3.08382
C 2.58631 -3.32217 -2.23383
Si 4.08187 -0.02919 -0.72537
C 4.82070 1.36394 0.33919
C 3.90132 0.68435 -2.48462
C 5.48018 -1.33776 -0.82307
H 0.76755 -2.47844 3.82118
H 0.81212 -3.83923 2.66571
H -0.55338 -2.69367 2.63789
H 3.98455 -1.83691 3.59652
H 3.83340 -0.25533 2.89349
H 5.04197 -1.37425 2.26958
H 3.53513 -4.22191 2.17354
H 4.12978 -3.89545 0.56439
H 2.46741 -4.40526 0.79357
H -0.58003 -1.94790 -0.18003
H 0.13096 -3.54236 -0.26901
H -0.73110 -2.89748 -1.64931
H 1.03212 0.17030 -2.92160
H 0.12792 -1.22762 -3.46280
H 1.81329 -1.07259 -3.87200
H 2.94692 -4.02040 -1.49141
H 3.44100 -2.95514 -2.79045
H 1.97203 -3.87600 -2.93664
H 4.37509 2.31674 0.08175
H 5.89073 1.45612 0.16448
H 4.66730 1.20163 1.39793
H 3.04296 1.34306 -2.55115
H 3.78551 -0.09729 -3.22668
H 4.78172 1.26255 -2.75016
H 5.71495 -1.75147 0.14989
H 6.38628 -0.88962 -1.21830
H 5.21682 -2.16378 -1.47020
C -3.60570 3.01553 5.89783
C -2.27621 2.49950 5.43603
C -2.16557 1.23623 4.86641
C -0.94442 0.76790 4.41700
C 0.17775 1.56207 4.55204
C 0.09631 2.80738 5.14653
C -1.13178 3.28006 5.57747
S 1.76071 0.87761 4.04693
O 1.63290 -0.54381 4.20415
O 2.78247 1.52519 4.82689
N 1.97029 1.25199 2.48223
C 2.33220 2.63205 2.29427
C 2.23347 3.09047 0.83574
O 2.63963 4.18700 0.51997
O 1.68115 2.27198 0.00320
H -4.35953 2.23256 5.86209
H -3.92549 3.83492 5.25493
H -3.54568 3.39712 6.91537
H -3.03998 0.60525 4.79573
H -0.83948 -0.21188 3.97967
H 1.00049 3.37855 5.28424
H -1.20076 4.25126 6.04827
H 3.35519 2.80740 2.64103
H 1.67292 3.29486 2.87301
C -5.16365 0.03175 2.72966
C -4.64499 -0.72634 1.49820
C -5.21702 -2.14907 1.43499
C -4.96677 0.04048 0.20888
C -3.20688 -0.82242 1.62907
N -2.07244 -0.89102 1.75925
H -6.23681 0.19126 2.65093
H -4.67546 1.00203 2.80924
H -4.96994 -0.53850 3.63738
H -6.30184 -2.11258 1.36348
H -4.94534 -2.71482 2.32495
H -4.83275 -2.66960 0.56002
H -6.04156 0.19122 0.12874
H -4.63723 -0.51917 -0.66400
H -4.47615 1.01235 0.20240
O -3.04250 -1.96232 -8.78230
S -3.65750 -1.29912 -7.64678
O -3.76911 -2.12289 -6.45265
O -4.85458 -0.52201 -7.95494
C -2.54968 0.07696 -7.17278
N -2.13389 0.89988 -8.12601
C -1.50150 1.99123 -7.74112
C -1.24044 2.28170 -6.40779
C -1.70709 1.35008 -5.48143
N -2.36722 0.26592 -5.88313
C -1.47017 1.43463 -4.03356
C -0.65434 2.39346 -3.43871
C -0.39310 2.29103 -2.08262
N -0.88436 1.33023 -1.31339
C -1.70141 0.44481 -1.87165
C -2.03121 0.45410 -3.21111
H -1.17288 2.66020 -8.52814
H -0.69795 3.17117 -6.12718
H -0.19205 3.18151 -4.01171
H 0.26424 2.98585 -1.58418
H -2.09000 -0.30524 -1.19856
H -2.67123 -0.28332 -3.66831
*
```

Its total energy is -110029.09848 eV. As for the largest force on an atom: 0.03257 Eh/bohr. The HOMO energy is -5.49 eV.

Record 6
DFT (ωB97M-V/def2-TZVPD) results for 2 unconnected molecules or ions with the total composition C2H6N2.

The geometry in ORCA input format:
```
! RIJCOSX wB97M-V def2-TZVPD def2/J DEFGRID3
* xyz 0 1
N -2.09837 0.18357 -0.45565
N -2.53877 -0.30986 0.39050
C 2.08116 -0.63850 -0.08520
C 1.53200 0.74990 0.11902
H 1.88342 -1.28584 0.72463
H 1.70201 -1.23761 -0.94793
H 3.14545 -0.72978 -0.08398
H 0.56470 0.95309 -0.17218
H 2.02279 1.56271 -0.43667
H 1.46266 0.95308 1.16927
*
```

The SMILES is N#N.CC. Its total energy is -5151.88974 eV. As for the largest force on an atom: 0.05365 Eh/bohr. The HOMO energy is -11.69 eV.